(1)
{"formula": "C8H15BBrF5O5P3SYb", "method": "the ωB97M-V functional and the def2-TZVPD basis", "elements": ["C", "C", "F", "C", "B", "P", "O", "O", "O", "C", "C", "P", "S", "C", "P", "O", "Br", "C", "F", "F", "C", "F", "F", "O", "H", "H", "H", "H", "H", "H", "H", "H", "H", "H", "H", "H", "H", "H", "H", "Yb"], "coordinates": [[3.91, -0.21, 0.47], [2.98, 0.30, 1.54], [2.26, -0.81, 2.10], [1.97, 1.35, 1.13], [1.06, 0.96, -0.16], [1.95, 1.82, -1.79], [0.97, 3.08, -2.20], [1.70, 0.82, -3.04], [0.92, -0.50, -0.38], [-0.35, -0.94, -0.30], [-0.33, -1.86, 0.96], [-0.73, -2.20, -1.66], [0.67, -3.50, -1.93], [-1.25, 0.40, -0.22], [-1.74, 0.85, -2.01], [-2.03, 2.40, -1.85], [-3.80, -0.08, -2.08], [-2.38, 0.51, 0.84], [-3.13, 1.60, 0.56], [-1.83, 0.74, 2.08], [-3.39, -0.67, 1.02], [-4.63, -0.31, 1.22], [-3.00, -1.29, 2.30], [-0.36, 1.39, 0.13], [3.39, -0.48, -0.45], [4.43, -1.09, 0.83], [4.66, 0.55, 0.24], [3.59, 0.69, 2.36], [2.50, 2.28, 0.95], [1.30, 1.51, 1.99], [1.35, 3.88, -1.83], [0.78, 0.58, -3.20], [-0.31, -1.20, 1.84], [-1.19, -2.56, 0.93], [0.59, -2.44, 0.89], [-1.14, -1.53, -2.81], [-1.94, -2.73, -1.16], [-2.36, 2.69, -1.00], [-3.35, -1.43, 0.24], [-1.73, -2.57, 3.46]], "lowdin_charge": [-0.03, -0.36, -0.08, -0.08, -0.84, 0.91, -0.29, -0.30, -0.04, -0.62, -0.14, 0.37, 0.23, -0.49, 0.67, -0.29, 0.42, -0.41, 0.09, 0.10, -0.24, 0.15, -0.20, -0.02, 0.07, 0.09, 0.09, 0.14, 0.10, 0.11, 0.05, 0.01, 0.05, 0.02, 0.08, -0.06, -0.03, 0.07, 0.10, 1.61], "homo_lumo_gap_ev": 2.2, "total_charge": 1, "homo_energy_ev": -8.83, "relative_energy_kcal_mol": 0.00, "molar_mass_g_mol": 674.938, "lumo_ha": -0.243}

***

(2)
{"formula": "FH3P2S", "method": "the ωB97M-V functional and the def2-TZVPD basis", "elements": ["F", "P", "P", "S", "H", "H", "H"], "coordinates": [[-0.19, 0.55, 1.95], [-1.21, -0.80, -0.50], [0.01, 0.81, 0.29], [-0.88, 2.49, -0.03], [-0.57, -1.91, 0.31], [-0.37, -0.87, -1.46], [3.20, -0.26, -0.57]], "lowdin_charge": [-0.46, 0.55, 0.06, 0.16, -0.08, -0.25, 0.03], "homo_lumo_gap_ev": [7.4, 9.1], "homo_energy_ev": [-9.90, -8.92], "relative_energy_kcal_mol": 83.68, "molar_mass_g_mol": 116.037, "lumo_ha": [-0.093, 0.007]}

***

(3)
{"formula": "C27H28N9O2STi", "method": "the ωB97M-V functional and the def2-TZVPD basis", "elements": ["Ti", "C", "N", "C", "C", "C", "C", "C", "C", "N", "C", "C", "C", "C", "C", "C", "N", "C", "C", "C", "C", "C", "N", "H", "H", "H", "H", "H", "H", "H", "H", "H", "H", "H", "H", "H", "H", "H", "H", "H", "H", "N", "C", "O", "C", "C", "N", "C", "N", "H", "H", "S", "C", "C", "N", "C", "H", "H", "H", "C", "C", "N", "O", "H", "H", "H", "H", "H"], "coordinates": [[0.15, -0.36, -0.03], [-0.76, 0.68, 2.69], [-0.80, -0.61, 1.97], [0.16, -1.57, 2.55], [0.37, -2.69, 1.57], [0.72, -3.97, 1.96], [0.94, -4.94, 1.00], [0.75, -4.60, -0.33], [0.36, -3.31, -0.65], [0.19, -2.35, 0.27], [-2.15, -1.17, 1.89], [-2.77, -0.86, 0.55], [-4.14, -0.95, 0.37], [-4.67, -0.76, -0.90], [-3.79, -0.48, -1.94], [-2.44, -0.38, -1.66], [-1.91, -0.56, -0.44], [0.53, 1.36, 2.34], [1.24, 2.09, 3.25], [2.36, 2.85, 2.77], [2.79, 2.69, 1.51], [2.20, 1.63, 0.65], [0.88, 1.19, 1.05], [-0.85, 0.54, 3.77], [-1.59, 1.29, 2.34], [-0.19, -1.96, 3.51], [1.10, -1.05, 2.72], [0.81, -4.19, 3.02], [1.25, -5.93, 1.28], [0.89, -5.32, -1.12], [0.17, -3.04, -1.68], [-2.78, -0.79, 2.70], [-2.11, -2.25, 2.00], [-4.78, -1.18, 1.21], [-5.73, -0.83, -1.07], [-4.15, -0.33, -2.95], [-1.75, -0.16, -2.46], [0.91, 2.17, 4.27], [2.83, 3.57, 3.43], [3.62, 3.26, 1.11], [2.21, 1.90, -0.41], [0.86, 1.81, -2.85], [0.73, 0.47, -2.88], [0.46, -0.12, -1.75], [0.90, -0.25, -4.06], [1.13, 0.42, -5.28], [1.29, 0.98, -6.28], [0.80, -1.66, -4.01], [0.69, -2.80, -3.91], [0.42, 2.27, -2.06], [0.93, 2.30, -3.72], [4.70, 0.53, -0.09], [4.22, -0.59, -1.30], [2.99, -1.14, -1.02], [2.37, -0.74, 0.09], [3.09, 0.30, 0.74], [4.84, -0.79, -2.15], [2.51, -1.88, -1.66], [3.26, 0.12, 1.80], [-1.05, 4.38, -0.17], [-1.64, 3.01, -0.33], [-2.96, 2.88, -0.04], [-0.97, 2.05, -0.69], [-1.62, 5.00, 0.53], [-1.03, 4.88, -1.14], [-0.02, 4.29, 0.18], [-3.52, 3.68, 0.18], [-3.42, 2.01, -0.24]], "lowdin_charge": [0.97, -0.09, -0.23, -0.09, -0.24, 0.01, -0.02, -0.02, -0.08, -0.01, -0.09, -0.23, 0.00, -0.03, -0.03, -0.08, 0.02, -0.33, -0.05, -0.08, -0.07, -0.32, -0.06, 0.14, 0.14, 0.15, 0.14, 0.13, 0.12, 0.12, 0.08, 0.14, 0.15, 0.13, 0.12, 0.12, 0.12, 0.10, 0.11, 0.10, 0.12, 0.22, -0.43, -0.19, -0.19, -0.22, 0.16, -0.20, 0.16, 0.08, 0.12, 1.06, -0.34, -0.22, -0.05, -0.51, 0.08, 0.11, 0.13, 0.02, -0.53, 0.20, -0.03, 0.09, 0.10, 0.09, 0.11, 0.09], "homo_lumo_gap_ev": [6.6, 5.8], "total_charge": 1, "homo_energy_ev": [-9.29, -9.55], "relative_energy_kcal_mol": 50.49, "s_squared": 2.018, "spin_multiplicity": 3, "molar_mass_g_mol": 590.516, "lumo_ha": [-0.101, -0.136]}

***

(4)
{"formula": "C4H32BO24", "method": "the ωB97M-V functional and the def2-TZVPD basis", "elements": ["O", "C", "O", "B", "O", "C", "O", "O", "C", "O", "C", "O", "O", "O", "H", "H", "O", "H", "H", "O", "H", "H", "O", "H", "H", "O", "H", "H", "O", "H", "H", "O", "H", "H", "O", "H", "H", "O", "H", "H", "O", "H", "H", "O", "H", "H", "O", "H", "H", "O", "H", "H", "O", "H", "H", "O", "H", "H", "O", "H", "H"], "coordinates": [[0.62, 3.13, -0.36], [0.20, 2.01, -0.10], [0.17, 0.99, -0.97], [-0.34, -0.20, -0.30], [-0.66, 0.20, 1.07], [-0.33, 1.51, 1.28], [-0.52, 2.16, 2.35], [0.72, -1.17, -0.30], [0.36, -2.23, -1.00], [1.06, -3.16, -1.18], [-1.00, -1.96, -1.62], [-1.43, -0.78, -1.08], [-1.64, -2.75, -2.32], [1.86, 1.60, 4.67], [1.47, 2.39, 4.30], [2.72, 1.89, 4.99], [-1.97, 1.84, -2.70], [-1.37, 1.39, -2.11], [-2.78, 1.32, -2.67], [-1.86, 1.34, 4.56], [-1.52, 0.55, 4.99], [-1.30, 1.46, 3.80], [1.33, -4.09, 1.85], [2.02, -3.99, 2.50], [1.60, -3.51, 1.13], [2.50, 3.57, 1.92], [1.58, 3.75, 2.13], [3.00, 4.05, 2.58], [1.35, 4.41, -3.10], [0.48, 4.31, -2.72], [1.75, 5.13, -2.60], [-2.33, 4.65, 3.98], [-2.49, 4.03, 3.27], [-3.01, 4.46, 4.63], [0.69, -3.05, -5.03], [0.72, -4.01, -5.08], [-0.19, -2.86, -4.71], [3.53, -1.86, -2.36], [2.75, -2.19, -1.92], [3.25, -1.68, -3.26], [-1.34, -1.78, 3.24], [-0.98, -1.14, 2.63], [-2.09, -2.16, 2.78], [3.32, 0.67, -0.67], [3.97, -0.01, -0.83], [3.06, 0.95, -1.55], [0.62, 3.92, 3.99], [-0.25, 3.66, 3.69], [0.46, 4.37, 4.82], [-2.91, 4.46, 0.49], [-3.36, 3.63, 0.63], [-2.05, 4.22, 0.15], [1.61, -5.17, -2.83], [1.35, -4.62, -2.09], [2.48, -5.49, -2.59], [-2.59, -3.26, -4.77], [-2.52, -3.15, -3.82], [-2.88, -4.17, -4.88], [-2.57, -5.90, -2.05], [-1.77, -5.37, -2.01], [-2.53, -6.34, -2.89]], "lowdin_charge": [0.32, -0.21, 0.26, -0.95, 0.26, -0.16, 0.12, 0.28, -0.35, 0.16, -0.22, 0.24, 0.14, -0.04, -0.05, 0.03, -0.02, -0.02, 0.05, -0.05, 0.04, -0.04, -0.04, 0.04, 0.00, 0.07, 0.01, 0.07, 0.00, 0.02, 0.05, -0.04, 0.01, 0.05, -0.06, 0.02, -0.01, -0.03, 0.00, 0.05, -0.03, 0.00, 0.04, -0.04, 0.02, 0.03, -0.05, 0.01, 0.08, -0.03, 0.04, 0.01, -0.05, -0.02, 0.04, -0.05, -0.02, 0.03, -0.05, 0.01, 0.03], "homo_lumo_gap_ev": [7.3, 2.8], "homo_energy_ev": [-10.65, -10.65], "relative_energy_kcal_mol": 15.87, "s_squared": 0.758, "spin_multiplicity": 2, "molar_mass_g_mol": 475.088, "lumo_ha": [-0.122, -0.290]}

***

(5)
{"formula": "C3H7N4", "method": "the ωB97M-V functional and the def2-TZVPD basis", "elements": ["C", "C", "C", "N", "N", "N", "N", "H", "H", "H", "H", "H", "H", "H"], "coordinates": [[-0.67, -0.04, -0.09], [1.33, -0.96, 0.96], [-1.64, 1.14, 0.09], [2.79, -0.10, 0.10], [3.69, 0.49, -0.28], [0.31, -0.10, 0.83], [-0.63, -0.93, -1.02], [1.26, -1.88, 0.38], [-2.63, 1.10, -0.36], [-1.87, 1.17, 1.13], [-1.03, 1.92, -0.27], [0.26, 0.83, 1.35], [-1.40, -0.99, -1.72], [0.24, -1.67, -1.09]], "lowdin_charge": [-0.34, -0.01, 0.06, 0.04, 0.21, -0.05, 0.21, 0.03, 0.10, 0.09, 0.10, 0.18, 0.16, 0.21], "homo_lumo_gap_ev": 8.5, "total_charge": 1, "homo_energy_ev": -12.94, "relative_energy_kcal_mol": 80.73, "molar_mass_g_mol": 99.117, "lumo_ha": -0.162}

***

(6)
{"formula": "C3H10N4", "method": "the ωB97M-V functional and the def2-TZVPD basis", "elements": ["C", "C", "C", "N", "N", "N", "N", "H", "H", "H", "H", "H", "H", "H", "H", "H", "H"], "coordinates": [[0.70, 1.15, 1.58], [-1.10, 1.10, -0.01], [-0.67, -1.70, -0.20], [1.39, -1.04, -1.99], [1.43, -0.18, -1.15], [-0.21, 0.34, 0.84], [0.29, -0.82, 0.37], [1.46, 1.65, 0.83], [0.30, 2.05, 2.00], [1.12, 0.42, 2.21], [-2.15, 0.76, 0.06], [-1.12, 2.10, 0.41], [-0.64, 1.16, -0.99], [-0.58, -2.68, 0.16], [-1.69, -1.45, -0.09], [-0.50, -1.81, -1.27], [1.98, -1.05, -2.77]], "lowdin_charge": [-0.10, -0.08, -0.15, -0.02, 0.05, -0.34, -0.06, 0.11, 0.07, 0.06, 0.09, 0.07, 0.08, 0.06, 0.06, 0.05, 0.03], "homo_lumo_gap_ev": [8.0, 8.2], "homo_energy_ev": [-6.92, -7.06], "relative_energy_kcal_mol": 117.68, "molar_mass_g_mol": 102.141, "lumo_ha": [0.041, 0.040]}

***

| no. | E (eV) |
| --- | --- |
| 1 | -173307.52523 |
| 2 | -32175.60441 |
| 3 | -79907.05583 |
| 4 | -54484.52271 |
| 5 | -9175.01562 |
| 6 | -9228.48062 |